{
  "formula": "C2H4N4S",
  "method": "wB97M-V/def2-TZVPD",
  "orbital_gap_ev": [7.594, 6.117],
  "energy_ha": -695.64366,
  "lumo_ev": [-1.316, -2.300],
  "smiles": "N/N=C\\N=N/C=S",
  "homo_energy_ev": [-8.910, -8.417],
  "e_above_lowest_kcal_mol": 118.1,
  "charge": 0,
  "species": ["N", "S", "N", "H", "H", "H", "N", "H", "N", "C", "C"],
  "positions_angstrom": [[-0.229, 1.486, 0.517], [-1.822, -0.927, 0.155], [0.815, -0.603, 0.979], [1.568, -1.905, -0.289], [-1.874, 0.266, -2.072], [0.614, 0.955, 2.228], [1.459, -0.878, -0.141], [1.075, -0.382, -0.942], [-0.643, 1.166, -0.680], [0.447, 0.624, 1.250], [-1.411, 0.199, -1.005]],
  "nbo_charge": [-0.19, 0.06, -0.18, 0.39, 0.22, 0.20, -0.52, 0.37, -0.26, 0.13, -0.21]
}

=====

{
  "formula": "C3H7N2",
  "method": "wB97M-V/def2-TZVPD",
  "orbital_gap_ev": 11.583,
  "energy_ha": -227.65432,
  "lumo_ev": -3.534,
  "smiles": "NC1([NH3+])C=C1",
  "homo_energy_ev": -15.118,
  "e_above_lowest_kcal_mol": 62.8,
  "charge": 1,
  "species": ["H", "N", "H", "C", "H", "H", "H", "C", "C", "H", "N", "H"],
  "positions_angstrom": [[-1.790, -0.865, 1.640], [-0.026, 1.594, -0.060], [-2.140, -0.934, -1.310], [-1.575, -0.418, -0.580], [0.990, -1.627, -0.536], [-0.152, 2.049, 0.896], [1.329, -0.717, 0.784], [-1.494, -0.412, 0.780], [-0.512, 0.321, 0.058], [-0.367, 2.194, -0.822], [0.951, -0.684, -0.092], [1.359, 0.066, -0.614]],
  "nbo_charge": [0.25, -0.84, 0.27, -0.12, 0.43, 0.41, 0.40, -0.13, 0.28, 0.43, -0.82, 0.43]
}

=====

{
  "formula": "C31H43N4O9OsS3",
  "method": "wB97M-V/def2-TZVPD",
  "orbital_gap_ev": 6.432,
  "energy_ha": -3388.33773,
  "lumo_ev": -4.858,
  "homo_energy_ev": -11.290,
  "e_above_lowest_kcal_mol": 0.0,
  "charge": 1,
  "species": ["C", "C", "C", "H", "S", "H", "H", "C", "H", "C", "C", "H", "N", "H", "H", "C", "H", "H", "H", "C", "H", "H", "N", "C", "H", "C", "H", "O", "Os", "H", "C", "C", "N", "H", "H", "C", "H", "C", "O", "C", "C", "H", "C", "C", "C", "O", "H", "C", "H", "H", "H", "H", "H", "C", "C", "C", "H", "H", "C", "O", "O", "S", "C", "O", "H", "H", "C", "C", "H", "H", "H", "H", "H", "C", "S", "H", "H", "C", "N", "H", "H", "H", "O", "H", "C", "O", "O", "H", "C", "H", "H"],
  "positions_angstrom": [[3.000, 0.705, 1.807], [3.889, 4.702, 0.449], [1.000, -0.545, -3.715], [-3.955, -5.415, 2.177], [1.270, -2.089, -4.550], [-1.119, -0.591, -4.033], [3.716, -0.055, 2.075], [0.848, -2.061, 3.075], [-4.679, 3.429, -0.839], [1.131, 2.549, 1.108], [-0.466, 0.624, 0.806], [4.162, 4.276, 3.164], [-0.533, -0.700, 1.001], [-3.780, 0.857, -2.284], [-1.742, -2.361, 1.202], [0.857, 1.196, 1.102], [0.770, 5.272, 1.854], [-5.432, 1.318, -1.861], [-0.076, -4.887, -2.998], [-5.132, 1.371, 0.874], [-1.469, 2.416, 0.258], [-3.795, -1.172, 0.521], [1.159, -3.284, -3.459], [-4.048, 1.473, -0.208], [-0.862, -6.181, 4.264], [0.510, -3.907, -0.569], [-3.294, -5.982, 3.735], [4.270, -0.681, -0.445], [1.288, -1.774, 1.197], [-0.662, -7.323, 2.893], [2.771, 4.483, 1.481], [-4.539, 0.805, -1.502], [1.777, 0.283, 1.453], [4.336, 2.311, 2.109], [4.184, 5.751, 0.447], [-1.574, 1.357, 0.429], [1.206, 5.197, 0.133], [-2.862, -0.628, 0.567], [3.130, -2.126, 1.224], [-0.560, -6.290, 3.223], [3.279, 4.850, 2.884], [0.177, -2.528, 5.047], [1.870, 1.420, -2.660], [2.080, 0.175, -3.233], [-0.290, -0.036, -3.612], [2.631, -2.088, -4.990], [2.508, 4.684, 3.638], [-3.169, -5.998, 2.652], [-0.515, 3.476, -1.496], [1.241, 3.727, -1.527], [-3.012, 3.074, -1.273], [-5.404, 0.337, 1.084], [0.468, -5.964, 3.081], [0.592, 1.965, -2.580], [-1.726, -1.314, 0.928], [-2.806, 0.735, 0.265], [2.018, -3.530, -2.986], [-3.437, 3.479, 0.405], [-0.486, 1.210, -3.040], [-1.593, -3.887, 2.881], [1.248, -4.822, -0.744], [3.484, -1.868, -0.398], [0.386, 3.377, -2.105], [0.428, -3.366, 0.718], [-1.449, -3.630, -1.281], [-6.031, 1.890, 0.540], [1.587, 5.386, 1.138], [-0.440, -3.316, -1.569], [1.910, 6.426, 1.174], [-1.486, 1.631, -3.003], [0.267, 4.049, -2.958], [4.772, 4.105, 0.677], [-3.187, -7.018, 2.270], [-0.107, -3.798, -2.977], [-1.605, -5.237, 2.221], [-0.399, -2.226, -1.511], [3.555, 4.441, -0.558], [3.332, 2.040, 1.818], [0.583, -2.224, 4.186], [-4.796, -0.243, -1.347], [2.721, 1.991, -2.306], [-4.800, 1.832, 1.806], [0.161, -2.240, -5.443], [3.552, 5.906, 2.905], [-3.765, 2.948, -0.491], [3.988, -3.081, -0.929], [2.021, -1.619, -0.763], [0.352, 3.246, 0.843], [2.395, 3.010, 1.465], [-0.878, -3.475, -3.674], [3.080, -0.226, -3.332]],
  "lowdin_charge": [-0.07, -0.02, -0.27, 0.05, 0.63, 0.12, 0.12, -0.20, 0.10, 0.07, -0.16, 0.08, -0.03, 0.08, 0.09, -0.16, 0.09, 0.10, 0.13, -0.03, 0.10, 0.13, -0.11, -0.55, 0.06, -0.54, 0.06, -0.25, 1.62, 0.06, -0.55, -0.02, -0.03, 0.13, 0.10, 0.07, 0.07, 0.04, -0.44, -0.24, -0.03, 0.12, -0.02, -0.05, -0.05, -0.26, 0.10, -0.25, 0.06, 0.05, 0.08, 0.08, 0.06, -0.27, -0.07, -0.12, 0.12, 0.09, -0.04, -0.57, 0.17, 0.43, -0.04, -0.28, 0.14, 0.10, -0.05, -0.09, 0.10, 0.10, 0.10, 0.09, 0.06, -0.19, 0.82, 0.10, 0.09, 0.04, 0.22, 0.09, 0.12, 0.10, -0.28, 0.10, -0.05, -0.21, -0.43, 0.10, -0.12, 0.12, 0.12]
}

=====

{
  "formula": "C60H70F4N12O8S4",
  "method": "wB97M-V/def2-TZVPD",
  "orbital_gap_ev": 6.023,
  "energy_ha": -5575.84770,
  "lumo_ev": -17.594,
  "homo_energy_ev": -23.616,
  "e_above_lowest_kcal_mol": 234.3,
  "charge": 8,
  "species": ["C", "S", "C", "H", "H", "H", "C", "C", "C", "C", "H", "H", "C", "O", "C", "C", "H", "C", "N", "C", "H", "C", "H", "H", "H", "C", "H", "C", "N", "C", "H", "H", "H", "H", "C", "C", "H", "H", "S", "O", "O", "H", "C", "N", "C", "C", "H", "H", "H", "H", "H", "N", "H", "F", "C", "C", "C", "C", "H", "C", "O", "C", "C", "H", "H", "H", "F", "C", "H", "H", "C", "C", "C", "H", "N", "F", "N", "C", "F", "H", "S", "C", "C", "O", "N", "H", "H", "C", "H", "C", "C", "H", "C", "H", "H", "H", "C", "C", "C", "N", "H", "H", "C", "C", "H", "H", "H", "H", "C", "H", "H", "H", "O", "C", "H", "S", "C", "C", "N", "H", "C", "H", "H", "H", "C", "C", "H", "H", "O", "H", "H", "C", "H", "C", "C", "H", "H", "H", "N", "C", "H", "H", "C", "C", "N", "H", "O", "H", "C", "H", "H", "C", "C", "C", "H", "H", "H", "N"],
  "positions_angstrom": [[2.802, -2.167, -4.374], [-2.727, -0.476, 0.391], [-4.379, 7.056, -0.286], [-1.514, -5.040, 2.108], [-1.110, -4.132, -3.650], [5.436, 2.499, -0.171], [1.690, -3.229, 3.825], [-0.052, 3.282, -4.422], [5.318, 3.798, -4.938], [-0.488, -3.857, 4.784], [-9.590, 1.350, 2.117], [0.182, -4.455, -2.294], [-0.013, -1.897, -3.922], [-3.261, -0.499, 1.728], [-1.152, 0.840, 3.719], [-5.105, -3.486, 0.439], [-0.129, 0.583, 3.448], [2.677, 1.489, -0.723], [-8.097, 0.532, 1.123], [-2.468, 1.996, -3.801], [-4.885, 7.327, -3.594], [1.877, 3.715, -2.182], [4.046, -0.016, -2.690], [5.575, 4.126, -3.931], [0.287, 0.106, -4.339], [4.504, 2.680, 0.366], [-3.450, -4.502, 3.598], [3.722, -3.847, 4.923], [0.600, -3.101, -3.909], [6.046, -4.066, 3.851], [-0.678, 3.562, 0.249], [1.509, 4.548, -2.762], [-5.406, 8.404, -2.215], [3.994, 2.562, -6.881], [-3.196, 4.681, -1.132], [5.254, -3.758, 4.941], [4.692, 4.560, -5.403], [4.360, 1.912, 1.125], [4.315, -2.202, -0.400], [4.182, -2.421, 1.037], [7.266, -1.615, -1.396], [0.859, 0.621, -1.576], [-8.346, -0.653, 0.480], [7.926, -3.805, 5.161], [-2.341, -5.580, 1.648], [-3.586, 2.832, -5.838], [0.844, 3.713, -4.843], [2.331, -4.288, -3.976], [8.148, -4.137, 3.176], [-5.399, -2.859, 3.731], [-3.382, 1.505, -3.501], [0.961, -3.869, 4.822], [-3.681, 5.356, -3.080], [-3.569, 0.848, -0.115], [-3.311, 4.919, 0.224], [-5.084, -3.296, 2.795], [2.189, -0.942, -4.462], [-9.053, 1.609, 1.204], [-4.277, 3.350, -5.174], [7.420, -3.928, 3.945], [-1.079, -2.111, 1.754], [-6.475, -1.675, 1.495], [2.953, 3.726, -1.301], [-9.747, 1.553, 0.366], [-1.273, 3.803, -6.280], [5.203, -3.227, 6.918], [0.751, -0.671, 1.180], [-1.432, 3.272, 0.965], [-0.676, -3.607, 5.828], [3.650, -2.617, 3.229], [-7.581, -1.773, 0.670], [1.094, 2.583, -2.352], [-0.089, -4.362, -3.345], [-3.421, 3.449, -6.721], [4.771, -0.877, -0.760], [2.739, -1.946, -0.791], [3.308, 2.658, -0.564], [-0.128, 2.593, -3.245], [6.633, 0.583, -0.452], [-0.779, -4.854, 4.454], [6.398, -1.061, -0.371], [-2.860, 2.444, 3.121], [9.413, -3.598, 5.227], [-3.246, -1.492, -0.533], [4.682, 2.469, -4.807], [1.085, -4.859, 6.759], [-1.019, -1.741, -3.560], [-3.773, 5.559, -2.023], [3.580, -4.979, 6.714], [1.530, 1.465, -1.641], [7.228, -3.586, 6.259], [2.982, 0.658, -0.104], [3.059, -3.156, 3.955], [-3.415, 2.076, 3.971], [-4.639, 8.070, -0.018], [9.993, -3.976, 4.386], [1.575, -4.461, 5.882], [-2.700, 3.904, 1.203], [-4.102, -4.389, 0.399], [-1.601, 1.956, 2.893], [-2.667, 3.807, -1.482], [-0.701, -3.006, 4.137], [0.806, -0.839, -4.274], [2.988, -4.554, 5.918], [0.033, 1.861, 1.590], [-3.745, 6.365, 1.619], [1.204, -2.649, 3.054], [2.786, 0.521, -6.788], [3.082, 0.234, -4.638], [-4.353, 3.995, 2.553], [-9.293, -0.587, -0.034], [-3.838, -4.989, -0.460], [4.754, -3.246, -1.309], [3.227, 0.867, -5.865], [-6.887, 1.559, 2.520], [-0.606, -1.370, 0.598], [-3.919, 6.121, 0.582], [-6.230, -0.523, 2.135], [-2.384, 2.759, -4.959], [7.834, -3.338, 7.118], [-1.326, 1.909, -2.984], [3.854, -2.286, -4.587], [-5.342, -0.419, 2.740], [-7.973, -2.658, 0.193], [-3.451, 3.452, 2.316], [3.972, 0.573, -3.592], [6.242, 3.693, -5.506], [3.615, 4.580, -1.298], [-0.109, -2.162, -0.512], [-5.489, -3.181, -0.523], [0.195, -5.240, -3.925], [5.885, -3.546, 6.144], [-2.059, -5.770, 0.612], [-4.621, 7.775, -2.636], [3.994, 2.075, -5.917], [9.831, -4.087, 6.107], [5.635, -4.402, 2.910], [9.725, -2.555, 5.290], [-1.394, 0.039, 0.099], [-1.218, 3.315, -5.318], [-4.100, 1.883, -5.996], [4.650, 3.630, 0.881], [4.658, 1.750, -3.620], [-0.950, 2.273, 1.761], [-3.531, -4.664, 1.582], [-1.206, 1.183, 4.753], [6.734, -1.349, 1.029], [-3.720, 8.389, -2.630], [-5.607, -2.863, 1.595], [5.250, 2.080, -2.779], [-8.682, 2.634, 1.199], [-4.070, -4.234, 2.756], [1.959, -3.280, -4.090], [-7.001, 0.643, 1.959], [-1.831, -0.010, 3.643], [-2.652, -6.445, 2.234], [-1.584, 1.467, -2.033], [-4.250, 6.775, -1.609]],
  "lowdin_charge": [0.09, 0.40, 0.07, 0.08, 0.10, 0.10, 0.05, 0.07, 0.04, 0.02, 0.14, 0.10, 0.01, -0.29, 0.03, 0.03, 0.10, 0.03, -0.08, 0.04, 0.12, 0.04, 0.09, 0.10, 0.10, 0.07, 0.14, -0.09, -0.04, 0.07, 0.12, 0.13, 0.13, 0.16, 0.02, -0.12, 0.12, 0.11, 0.40, -0.31, -0.21, 0.10, 0.06, -0.05, 0.07, 0.07, 0.13, 0.16, 0.16, 0.15, 0.16, -0.10, 0.14, -0.22, -0.11, 0.07, -0.14, 0.03, 0.11, 0.04, -0.28, -0.15, 0.02, 0.12, 0.16, 0.14, -0.20, 0.03, 0.12, 0.11, 0.07, -0.15, 0.07, 0.13, -0.33, -0.25, -0.05, -0.15, -0.24, 0.11, 0.65, 0.06, 0.06, -0.26, -0.05, 0.16, 0.15, 0.03, 0.14, 0.06, 0.03, 0.12, 0.02, 0.16, 0.18, 0.12, 0.05, -0.07, 0.01, -0.05, 0.10, 0.08, 0.03, 0.10, 0.13, 0.15, 0.12, 0.15, -0.13, 0.14, 0.16, 0.16, -0.25, 0.08, 0.15, 0.58, 0.05, 0.02, -0.07, 0.17, 0.01, 0.16, 0.11, 0.16, 0.08, 0.03, 0.13, 0.16, -0.26, 0.14, 0.12, 0.04, 0.11, 0.07, 0.06, 0.12, 0.14, 0.12, -0.25, 0.09, 0.13, 0.12, 0.03, -0.05, -0.06, 0.13, -0.26, 0.13, -0.11, 0.14, 0.12, 0.04, 0.10, 0.07, 0.09, 0.13, 0.09, -0.06]
}

=====

{
  "formula": "C10H15AsMoN2O3PS6",
  "method": "wB97M-V/def2-TZVPD",
  "orbital_gap_ev": [6.450, 6.450],
  "energy_ha": -5759.56455,
  "lumo_ev": [-6.295, -6.296],
  "homo_energy_ev": [-12.746, -12.746],
  "e_above_lowest_kcal_mol": 1.8,
  "charge": 1,
  "species": ["H", "C", "H", "P", "H", "O", "C", "C", "C", "H", "H", "H", "H", "H", "H", "H", "O", "C", "H", "H", "C", "N", "H", "S", "C", "S", "Mo", "S", "As", "C", "H", "S", "H", "C", "C", "S", "S", "O", "N"],
  "positions_angstrom": [[-5.248, 2.803, -1.253], [0.620, -1.414, 2.949], [-3.819, 0.918, -2.086], [-1.740, 1.712, 0.417], [-3.231, 2.887, 3.873], [-2.662, 1.490, 1.674], [-1.307, -2.807, 3.568], [-5.184, 1.869, -0.697], [1.314, -1.731, 4.160], [-2.735, 0.459, 3.428], [-6.033, 1.244, -0.974], [-5.245, 2.082, 0.370], [-1.878, 2.308, 4.850], [-3.813, 0.215, -0.456], [-1.092, 0.906, 2.923], [-0.843, 6.318, 1.095], [-0.891, 3.005, 0.584], [-2.206, 2.520, 3.832], [-1.561, 3.298, 3.425], [-1.823, 4.564, -0.405], [-3.906, 1.142, -1.025], [-1.879, -3.507, 4.277], [-2.357, 4.325, 1.273], [-0.999, -0.802, -1.799], [-1.492, 4.352, 0.610], [2.152, 0.528, -4.046], [-0.097, -0.092, -0.067], [0.080, 3.378, -2.806], [1.238, 1.741, -2.744], [-0.433, 5.308, 1.082], [0.426, 5.293, 0.412], [1.376, -0.358, 1.855], [-0.099, 5.061, 2.090], [-2.124, 1.258, 3.013], [-0.612, -1.940, 2.668], [-1.349, -1.614, 1.171], [1.726, 1.166, -0.593], [-2.765, 2.010, -0.720], [1.884, -1.974, 5.127]],
  "nbo_charge": [0.23, -0.25, 0.21, 2.10, 0.23, -0.84, 0.21, -0.63, 0.20, 0.21, 0.24, 0.22, 0.24, 0.19, 0.18, 0.24, -0.85, -0.64, 0.21, 0.21, -0.06, -0.18, 0.19, 0.20, -0.06, -0.30, -0.14, -0.35, 0.92, -0.63, 0.23, 0.20, 0.22, -0.06, -0.31, 0.34, -0.12, -0.84, -0.17]
}